Record 1
The following is a quantum chemistry calculation of a molecular structure, C29H26F3GeIrN3O9S, from the Open Molecules 2025 dataset.

Cartesian coordinates (Å):
Ir  1.9353  0.6429  -0.5531
C  6.6711  -1.6534  -0.6541
O  5.7056  -0.8654  -1.3603
C  4.4913  -0.7033  -0.8726
O  3.6995  -0.0099  -1.5053
N  4.1464  -1.3422  0.2711
N  2.8716  -1.0763  0.7988
H  7.5537  -1.6580  -1.2835
H  6.3166  -2.6756  -0.5181
H  6.9187  -1.1915  0.3032
H  4.8552  -1.7024  0.8889
H  2.9281  -0.5766  1.6936
H  2.3260  -1.9286  0.8371
O  0.8238  2.8690  -1.2509
C  0.1384  2.5773  -0.2696
O  0.3632  1.5079  0.4184
C  -1.0233  3.4032  0.1769
C  -1.3332  4.5700  -0.5114
C  -2.4264  5.3283  -0.1287
C  -3.1871  4.8879  0.9400
C  -2.8987  3.7309  1.6411
C  -1.8000  2.9839  1.2523
N  -4.3623  5.6860  1.3470
O  -5.0493  5.2549  2.2503
O  -4.5960  6.7013  0.7240
H  -0.7089  4.8684  -1.3423
H  -2.6955  6.2406  -0.6388
H  -3.5255  3.4323  2.4677
H  -1.5411  2.0720  1.7735
F  3.3982  4.3203  3.2215
C  2.5713  3.4298  2.6812
F  1.6775  3.0671  3.5993
F  1.9247  4.0122  1.6724
S  3.5374  1.9377  2.0949
O  4.9111  2.2216  2.3688
O  2.9436  0.8232  2.8062
O  3.2533  1.9063  0.6361
C  0.8236  -0.3862  -1.5685
Ge  -0.7208  -1.4418  -0.9231
C  -0.0622  -3.2788  -1.0535
C  1.1556  -3.5792  -1.6647
C  1.6254  -4.8859  -1.7155
C  0.8789  -5.9120  -1.1549
C  -0.3338  -5.6286  -0.5413
C  -0.7963  -4.3215  -0.4876
C  -2.1829  -1.0946  -2.1560
C  -2.8219  0.1462  -2.1223
C  -3.8347  0.4435  -3.0223
C  -4.2200  -0.4986  -3.9666
C  -3.5912  -1.7343  -4.0112
C  -2.5753  -2.0294  -3.1112
C  -1.3124  -1.1106  0.9028
C  -0.4153  -1.0181  1.9666
C  -0.8604  -0.8084  3.2609
C  -2.2233  -0.6999  3.5154
C  -3.1297  -0.8036  2.4725
C  -2.6750  -1.0086  1.1736
H  1.0533  -0.5365  -2.6352
H  1.7471  -2.7896  -2.1184
H  2.5693  -5.1038  -2.1995
H  1.2409  -6.9313  -1.1956
H  -0.9175  -6.4264  -0.0999
H  -1.7374  -4.1113  0.0096
H  -2.5309  0.8892  -1.3856
H  -4.3220  1.4096  -2.9868
H  -5.0112  -0.2682  -4.6685
H  -3.8915  -2.4692  -4.7473
H  -2.0896  -2.9984  -3.1520
H  0.6522  -1.0603  1.7865
H  -0.1438  -0.7117  4.0667
H  -2.5740  -0.5315  4.5258
H  -4.1921  -0.7209  2.6644
H  -3.3953  -1.0811  0.3670

Output
2S+1   2
LUMO (spin up / spin down)   -0.8 / -0.8 eV
Expectation value of S²   0.7647
Frontier orbital gap (spin up / spin down)   7.42 / 8.03 eV
HOMO level (spin up / spin down)   -8.264 / -8.797 eV

Record 2
The following is a quantum chemistry calculation of a molecular structure, C4H11PS3 in a non-equilibrium geometry, from the Open Molecules 2025 dataset.

Cartesian coordinates (Å):
C  -1.5348  -0.7404  0.2601
C  0.4327  0.0369  1.7464
C  -0.6826  1.5616  0.0574
C  -0.3998  0.1718  0.4458
P  1.0762  -0.7302  -1.1930
S  1.6914  -2.5785  -1.0428
S  0.2588  -0.0419  -3.1249
S  2.7372  0.6423  -1.1216
H  -2.0325  -0.5955  -0.6876
H  -1.2712  -1.7848  0.2045
H  -2.1459  -0.6750  1.1314
H  1.3067  -0.6315  1.5033
H  -0.1133  -0.4421  2.5139
H  0.8828  0.9323  2.1497
H  0.2651  2.1859  0.0077
H  -1.3352  1.4580  -0.7964
H  -1.4041  1.8901  0.7511
H  -0.7110  -0.9722  -2.9888
H  2.9794  0.3132  0.1838

Output
LUMO   -0.1 eV
Frontier orbital gap   8.34 eV
HOMO level   -8.446 eV

Record 3
The following is a quantum chemistry calculation of 2 unconnected molecules or ions with the total composition H3O2PS in a non-equilibrium geometry, from the Open Molecules 2025 dataset.

Cartesian coordinates (Å):
O  -0.9905  -1.3177  -1.2106
O  0.3149  1.9536  0.8567
P  0.1087  0.3049  1.0947
S  1.9151  -0.2498  1.6105
H  -0.6747  -1.4321  -2.1196
H  -0.4999  2.2637  0.4667
H  -0.1735  -1.5226  -0.6984

Output
LUMO   -1.0 eV
Frontier orbital gap   8.46 eV
SMILES   OP=S.O
HOMO level   -9.464 eV

Record 4
The following is a quantum chemistry calculation of a single C9H10N4 molecule in a non-equilibrium geometry, from the Open Molecules 2025 dataset.

Cartesian coordinates (Å):
C  -2.7349  1.4388  0.2789
C  -3.4705  -0.9395  -0.2854
C  0.9839  -0.0689  0.0685
C  1.3393  -1.4349  0.0042
C  2.6578  -1.8146  0.0063
C  3.6826  -0.8842  -0.0261
C  3.3718  0.4622  0.0517
C  2.0202  0.8443  0.0090
C  1.7592  2.2644  -0.1262
H  -2.2960  1.7781  1.2627
H  -3.8114  1.4860  0.3665
H  -2.3538  2.0937  -0.5559
H  -4.1297  -0.9824  0.5744
H  -3.9957  -0.7365  -1.2299
H  -3.0026  -1.9276  -0.3986
H  0.5939  -2.2530  0.0449
H  2.8634  -2.8656  -0.0553
H  4.7218  -1.1684  -0.0053
H  4.1299  1.2444  0.1719
N  -2.4180  0.0344  -0.0181
N  -1.1905  -0.4264  -0.0225
N  -0.3347  0.4620  0.1487
N  1.6141  3.3937  -0.2643

Output
LUMO   0.5 eV
Frontier orbital gap   8.92 eV
SMILES   CN(C)/N=N/c1ccccc1C#N
HOMO level   -8.451 eV

Record 5
The following is a quantum chemistry calculation of a gas-phase ion, C5H13N2 (charge +1) in a non-equilibrium geometry, from the Open Molecules 2025 dataset.

Cartesian coordinates (Å):
C  1.3589  0.6441  0.5713
N  0.9895  2.0363  0.6583
C  0.6488  -0.0223  -0.6247
N  -0.7061  0.5883  -0.7434
C  -1.5646  -0.1487  0.2383
C  -1.1655  -1.6071  0.0515
C  0.3416  -1.5214  -0.4219
H  2.4390  0.4754  0.4941
H  1.0183  0.0963  1.4530
H  1.3962  2.6215  -0.0584
H  1.0822  2.4953  1.5502
H  1.1826  0.1513  -1.5549
H  -0.6648  1.5974  -0.5565
H  -1.0936  0.3946  -1.6657
H  -1.5008  0.2364  1.2450
H  -2.5907  0.0884  -0.0578
H  -1.7977  -2.1369  -0.6431
H  -0.9867  -2.0618  1.0191
H  0.5789  -2.0907  -1.3121
H  1.0345  -1.8365  0.3576

Output
LUMO   -3.0 eV
Frontier orbital gap   10.92 eV
SMILES   NC[C@H]1CCC[NH2+]1
HOMO level   -13.970 eV
Net charge   +1

Record 6
The following is a quantum chemistry calculation of a molecular structure, C10H21IMnNO3P2 in a non-equilibrium geometry, from the Open Molecules 2025 dataset.

Cartesian coordinates (Å):
C  -0.5179  4.9241  -3.2682
C  -0.5472  3.4324  -3.0931
H  -0.7559  5.0346  -4.3467
H  0.4810  5.3520  -3.0819
H  -1.2992  5.4319  -2.6790
O  -0.7813  2.5606  -3.9348
I  -0.1627  2.2761  -1.1818
Mn  0.0237  -0.6990  0.2448
P  -2.0796  -0.5446  1.0323
C  -3.1930  -1.9616  0.7895
C  -2.1844  -0.2048  2.8215
H  -3.2176  0.0082  3.1173
H  -3.9479  0.9653  0.7136
H  -1.5638  0.6729  3.0258
H  -2.3592  1.7317  0.4374
H  -2.8288  -2.7736  1.4263
H  -1.7915  -1.0294  3.4257
C  -2.9634  0.8413  0.2694
H  -4.2280  -1.7244  1.0578
H  -3.0296  0.6952  -0.8068
H  -3.1562  -2.2991  -0.2498
P  2.2652  -0.7495  0.0398
C  3.0303  -2.2541  -0.6351
C  2.8504  0.5686  -1.0565
H  2.7758  0.4651  2.0360
H  4.2384  -0.3465  1.4132
H  3.0011  -1.2587  2.3309
C  3.1648  -0.4599  1.5998
H  2.4600  1.5050  -0.6605
H  3.9369  0.5957  -1.0846
H  4.0956  -2.1151  -0.8478
H  2.5158  -2.5651  -1.5483
H  2.4312  0.4405  -2.0523
H  2.9082  -3.0438  0.1124
C  -0.3328  -1.8996  -1.0678
O  -0.5133  -2.9156  -1.6448
O  0.5854  -3.6878  3.3197
C  0.4217  -2.9018  2.4365
N  0.2679  -2.0671  1.5902

Output
2S+1   4
LUMO (spin up / spin down)   -13.3 / -15.4 eV
Expectation value of S²   3.8281
Frontier orbital gap (spin up / spin down)   6.04 / 3.90 eV
HOMO level (spin up / spin down)   -19.296 / -19.274 eV
Net charge   +3

Energy above the lowest of the compared OMol25 structures with the same formula, charge and spin in kJ/mol, matching the order above: 0.0 19.1 129.6 252.2 100.6 75.1